Entry 1:
20
Properties=species:S:1:pos:R:3:forces:R:3 method="wB97M-V/def2-TZVPD" lumo_ev="-0.22 / -0.22" smiles="CC1(C)C=CC(O)=C1C=O" homo_lumo_gap_ha="0.2935 / 0.2935" homo_ev="-8.21 / -8.21" e_above_lowest_ev=3.5783
O 1.083953 -1.436653 2.504401 0.24 -0.82 -0.25
O -3.043239 -0.833650 1.254780 4.50 -0.24 2.55
C 0.283305 0.005980 -0.164109 -0.50 -1.04 1.66
C -0.813002 0.596390 -0.990991 3.95 1.78 -3.31
C 1.229485 -0.862110 -1.004444 -4.30 -0.21 -3.48
C 1.132387 1.035216 0.568647 2.66 0.44 -1.72
C -2.011218 0.317184 -0.594276 -2.24 2.00 -0.77
C -0.036946 -1.470553 2.028176 -1.35 0.34 2.13
C -0.501069 -0.692208 0.975522 -5.08 2.25 -4.60
C -1.952088 -0.360571 0.604701 3.59 -4.15 3.59
H 1.861634 1.509802 -0.188652 -1.35 -0.04 0.86
H 1.886615 0.526003 1.224392 -1.32 0.38 -0.01
H -3.805483 -0.744695 0.793436 -3.58 0.70 -2.43
H -0.571606 1.220655 -1.955210 -0.43 -1.23 2.05
H 1.010841 -1.931224 -1.153113 -0.30 0.40 0.53
H -0.939315 -1.951980 2.530222 1.06 -0.27 0.03
H 2.143952 -0.749505 -0.648073 4.26 0.28 1.41
H 0.487278 1.757943 1.033044 0.17 0.45 0.52
H -2.839620 0.863033 -1.019678 -0.56 -0.56 0.01
H 1.156184 -0.436943 -2.062436 0.59 -0.47 1.24

***

Entry 2:
20
Properties=species:S:1:pos:R:3:forces:R:3 method="wB97M-V/def2-TZVPD" lumo_ev="-1.22 / -0.93" homo_lumo_gap_ha="0.2343 / 0.2748" homo_ev="-7.59 / -8.41" e_above_lowest_ev=7.3467
O -0.401792 -0.260945 -1.956208 -2.40 0.68 -0.21
O -0.429085 -0.616575 0.715298 -0.15 -0.27 0.13
C -2.785489 -0.811947 0.462190 -0.35 -1.18 -0.31
C -1.548609 -0.164646 0.267720 -0.02 2.17 -1.59
C -1.091101 2.303754 -0.126819 -0.27 0.90 -0.16
C -1.819302 1.189081 -0.290880 3.54 0.01 1.90
C -3.906070 -1.247494 0.334059 1.10 -0.07 0.87
C 0.724277 -0.661775 -1.480968 1.59 -1.14 0.25
C 1.843183 -1.015419 0.940138 -0.22 1.65 -2.70
C 0.806701 -0.227302 0.101463 0.61 -3.36 -0.87
H 2.866846 -0.798648 0.662400 0.14 0.42 0.27
H 0.919849 -1.761011 -1.728920 0.11 0.67 1.01
H 1.707505 -2.041146 0.784075 -0.41 -1.58 -0.41
H 1.606327 -0.099679 -1.913698 -0.28 -0.18 0.49
H 1.566545 -0.809990 1.905624 0.19 0.54 2.67
H 0.870944 0.801205 -0.026232 0.36 1.73 0.59
H -4.762364 -1.836954 0.500266 -0.67 -0.04 -0.27
H -2.624414 1.110702 -0.900724 -2.31 0.36 -1.87
H -1.380740 3.230393 -0.714718 0.43 -1.24 1.02
H -0.217996 2.375480 0.568467 -0.97 -0.04 -0.80

***

Entry 3:
22
Properties=species:S:1:pos:R:3:forces:R:3 method="wB97M-V/def2-TZVPD" lumo_ev="0.72 / -2.87" homo_lumo_gap_ha="0.2201 / 0.2777" homo_ev="-5.27 / -10.43" e_above_lowest_ev=2.1121 multiplicity=3
S -2.050137 1.383828 1.022987 -0.06 0.68 -0.41
O -2.776996 0.173516 0.156868 -0.90 2.08 2.49
O -2.972391 2.481127 1.007048 0.06 -0.40 -0.30
O -1.620193 0.938996 2.347672 -0.12 -0.08 -2.21
C -1.145554 -1.659825 0.027272 -0.58 -0.12 0.63
C 1.601858 -0.820743 -0.094102 -2.01 -2.77 2.62
C -0.622947 1.840167 -0.057691 1.31 2.65 5.14
C -0.761570 0.167230 -1.113326 1.16 -4.84 -3.59
C 0.669955 1.582317 0.734277 0.67 -0.78 -2.20
C 0.077340 -0.710041 -0.249051 -0.57 0.14 -0.75
C 0.791184 0.049201 0.879387 0.80 0.85 -0.62
C -1.991938 -0.555570 -0.719574 0.52 -1.27 -2.65
H 0.444949 -0.272520 1.834838 0.52 -0.60 0.59
H -0.580268 0.639998 -2.116851 -0.01 -0.21 1.35
H 1.974102 -1.879121 0.307199 -0.96 2.50 -0.81
H -1.042367 -2.702097 -0.427350 -0.31 1.58 0.40
H -1.587386 -1.723743 1.100173 1.27 -0.11 -1.53
H 0.630099 2.042696 1.675766 -0.08 0.54 1.44
H -2.657018 -0.771836 -1.625988 0.64 -0.19 1.41
H 2.192132 -0.448008 -0.868366 0.88 0.99 -0.89
H -0.512975 2.635380 -0.778229 -1.16 -0.17 -0.36
H 1.579792 2.020714 0.227981 -1.06 -0.44 0.21

***

Entry 4:
19
Properties=species:S:1:pos:R:3:forces:R:3 method="wB97M-V/def2-TZVPD" lumo_ev=0.78 homo_lumo_gap_ha=0.3320 homo_ev=-8.25 e_above_lowest_ev=2.4670
Si 1.514092 0.726995 1.360747 -1.00 -2.19 -2.16
C 1.000320 0.215776 -0.477965 -4.43 -0.12 0.24
C -0.039160 -0.053124 2.179701 -0.36 -2.28 -1.08
C -0.845725 -0.332871 -0.280059 6.31 0.77 -0.97
C -0.694607 -0.486063 -2.685393 -0.51 -0.08 -0.94
C 0.592758 -0.140077 -2.900148 1.48 -0.09 -0.13
C -1.229089 -0.350075 1.151190 1.55 1.09 -0.61
C 1.435394 0.240705 -1.791144 0.30 -0.37 1.98
C -1.412144 -0.610475 -1.467867 -0.90 0.24 1.26
H 1.058825 -0.227858 -3.932236 -0.84 0.34 1.44
H 1.450741 2.098988 1.911416 0.43 0.13 -0.47
H 2.835283 0.013582 1.383660 -0.23 0.46 0.72
H -2.496954 -0.881577 -1.460213 0.95 0.03 -0.37
H -1.845993 -1.157632 1.422057 -0.22 -1.67 0.40
H 0.056283 -1.047584 2.713441 0.46 1.31 -0.35
H 2.522984 0.446801 -1.883140 -0.83 0.10 -0.51
H -1.269711 -0.690938 -3.564147 -0.28 -0.29 -0.47
H -1.967134 0.387221 1.068431 -1.08 2.00 0.94
H -0.298577 0.695192 2.875809 -0.79 0.62 1.08

***

Entry 5:
26
Properties=species:S:1:pos:R:3:forces:R:3 method="wB97M-V/def2-TZVPD" charge=-1 lumo_ev=2.69 homo_lumo_gap_ha=0.2938 homo_ev=-5.30
Cl 2.500202 2.975755 -3.059861 -1.59 -1.10 0.25
Cl 2.719480 0.092853 -4.585859 -1.50 0.40 0.99
S 1.473281 -2.757263 -0.434695 -0.25 0.73 -2.90
Al -0.331035 -0.938888 -3.485944 -0.48 0.41 1.73
F -1.344433 -0.748644 -1.895559 1.38 -0.19 -2.29
N -0.061067 1.242658 0.812019 -2.26 -1.78 3.98
N 0.610477 -2.642299 -3.259103 3.03 1.81 7.10
C -0.199890 2.138110 -2.095973 0.10 -0.31 -0.92
C -0.599250 -0.211790 3.968209 0.27 -0.17 0.16
C 1.181132 0.481065 -3.610042 0.32 3.68 1.63
C 0.432770 -1.260333 3.565570 0.08 -0.05 0.04
C 1.098783 1.759318 -2.957451 -0.09 -2.87 -1.38
C 1.107525 -2.524542 -2.063045 -2.90 -2.33 -3.92
C -1.518415 0.191798 2.813534 0.64 0.37 -0.50
C -0.704870 0.780677 1.695204 1.50 1.27 -2.62
H 1.046935 -1.538767 4.426144 -0.07 -0.01 -0.05
H 1.108720 -0.884917 2.792856 -0.14 -0.05 -0.01
H -2.246871 0.932651 3.153815 0.07 0.00 -0.19
H -2.067862 -0.676194 2.438210 0.11 0.11 -0.12
H -0.076953 0.670779 4.352485 -0.15 -0.02 -0.05
H -1.238980 -0.906800 -4.783687 -0.08 -0.09 0.08
H -0.158400 1.569326 -1.100088 -0.12 1.25 -1.82
H -1.207604 -0.607563 4.787454 -0.07 0.10 -0.08
H -0.357725 3.274671 -1.961176 0.60 -1.85 -0.16
H -0.053826 -2.164689 3.187557 0.08 0.09 -0.01
H -1.112125 1.753030 -2.700575 1.49 0.59 1.07